Record 1
C24H45NO3P2V as an isolated structure, computed with wB97M-V/def2-TZVPD.

```
76
C24H45NO3P2V (wB97M-V/def2-TZVPD)
V -1.10511 0.25337 -1.50568
C -2.25436 1.57992 0.10239
C -3.03286 0.72623 -0.78256
C -2.11809 -0.56878 0.93240
C -1.81315 0.77660 1.20466
C -2.83670 -0.64406 -0.30111
C -2.17608 3.05230 0.01255
H -2.26164 3.39945 -1.01876
H -1.23008 3.43162 0.42279
H -2.99461 3.53977 0.57356
C -1.31011 1.28566 2.50819
H -1.06176 2.34911 2.46954
H -0.42761 0.74404 2.89565
H -2.07514 1.17375 3.29981
C -1.95697 -1.69812 1.88794
H -2.84014 -1.82080 2.53818
H -1.09200 -1.55020 2.54880
H -1.83540 -2.64028 1.34738
C -3.45302 -1.87977 -0.85125
H -4.06704 -1.68654 -1.73243
H -4.07751 -2.37539 -0.09330
H -2.69584 -2.62316 -1.13733
C -3.90886 1.18499 -1.89324
H -4.82115 1.67014 -1.50762
H -4.20921 0.33513 -2.52008
H -3.38616 1.91659 -2.52864
C 0.77203 0.76119 -1.65866
C -0.11406 1.75398 -2.27410
C -0.36687 1.80381 -3.74933
C -1.10828 0.57070 -4.31601
C -1.65863 -0.39577 -3.27913
C -0.75532 -1.34782 -2.63147
C 0.70282 -1.40290 -3.01311
C 1.55644 -0.20860 -2.50758
H 0.55632 2.00943 -4.32753
H -0.47179 0.04328 -5.05043
H -0.99034 2.68466 -3.95786
H 2.07013 0.29234 -3.34663
H 1.24752 1.01633 -0.70556
H -0.10839 2.74484 -1.80729
H 2.39619 -0.61138 -1.92552
H 1.14151 -2.33684 -2.62274
H -1.17030 -2.31445 -2.34222
H 0.79799 -1.51158 -4.10212
H -1.95349 0.95354 -4.90495
H -2.67010 -0.76081 -3.49170
P 1.99915 2.29197 1.87598
C 2.42362 3.22240 3.41285
H 3.39710 3.71720 3.25794
H 2.49442 2.49070 4.22737
H 1.65974 3.97197 3.62608
C 3.57588 1.35750 2.00311
H 4.40674 2.07056 2.10834
H 3.72424 0.73777 1.11033
H 3.50127 0.69742 2.88600
C 2.54674 3.65576 0.77403
H 2.64169 3.30549 -0.25495
H 3.50993 4.05234 1.12616
H 1.80295 4.46162 0.82022
P 1.25542 -2.85084 0.99206
C 0.30324 -4.13530 0.08593
H 0.94482 -4.98063 -0.19008
H -0.12579 -3.69930 -0.83066
H -0.52384 -4.49115 0.71367
C 2.84780 -2.96542 0.09798
H 2.74639 -2.66745 -0.95482
H 3.22852 -3.99201 0.16509
H 3.54561 -2.27811 0.59508
C 1.72132 -3.67666 2.54341
H 2.18382 -4.64671 2.31034
H 0.82140 -3.80249 3.16085
H 2.40121 -3.00366 3.08716
O 0.60492 -1.47761 4.24231
N 1.53206 -0.63091 4.10943
O 1.36271 0.56474 4.47973
O 2.63412 -0.97466 3.56114
```

net charge = +1
spin multiplicity = 3
max |F| = 3.98 eV/A
HOMO-LUMO gap (alpha / beta) = 6.976 / 3.540 eV

Record 2
A 7-piece molecular cluster, C24H46BBrO22 overall, computed with wB97M-V/def2-TZVPD.

```
94
C24H46BBrO22 (wB97M-V/def2-TZVPD)
C 1.38383 -3.28644 -0.02563
C 1.24230 -3.20995 1.46587
O 1.18490 -2.19027 2.09764
O 1.22926 -4.43667 2.09204
C -0.07477 -5.04162 2.15611
C 0.04062 -6.55276 1.99779
B 1.30961 -7.21754 2.64173
O 2.05774 -6.63340 3.62945
C 1.71584 -8.70045 2.15402
C 2.60193 -8.51839 0.97857
O 3.72735 -8.13423 1.01479
Br 1.74313 -8.86401 -0.74364
H 0.62537 -3.94354 -0.45174
H 2.36228 -3.69470 -0.28060
H 1.30212 -2.28255 -0.43636
H -0.69624 -4.62189 1.35841
H -0.56955 -4.78187 3.09488
H -0.03325 -6.82564 0.94030
H -0.82574 -7.02473 2.48039
H 2.63821 -5.94048 3.28712
H 0.82705 -9.27777 1.91121
H 2.30237 -9.17524 2.94330
C 0.79990 -6.52960 -7.83954
O 1.77071 -7.40375 -7.25857
C 1.46684 -7.82052 -6.03061
O 0.47969 -7.52330 -5.41012
O 2.44284 -8.62059 -5.60803
C 2.23996 -9.14623 -4.29291
H 1.17842 -6.27704 -8.82519
H -0.16203 -7.03018 -7.92935
H 0.69073 -5.62658 -7.24231
H 1.33330 -9.74823 -4.25869
H 2.18096 -8.34043 -3.56741
H 3.10338 -9.76810 -4.07700
C 7.07475 -9.38508 7.68026
O 7.29823 -8.97883 6.32807
C 6.25749 -9.17489 5.51908
O 5.19875 -9.64931 5.83879
O 6.59028 -8.75822 4.30031
C 5.54709 -8.90243 3.32915
H 7.99550 -9.16767 8.21292
H 6.25204 -8.82373 8.11856
H 6.86091 -10.45085 7.73044
H 4.67973 -8.31167 3.61458
H 5.26813 -9.95028 3.22673
H 5.94416 -8.53423 2.39067
C -0.58177 0.11996 3.41690
O -1.88711 -0.18275 2.90404
C -2.29152 0.61337 1.92233
O -1.67667 1.53979 1.45976
O -3.50555 0.21991 1.53425
C -4.06729 1.00098 0.47531
H -0.39174 -0.61020 4.19656
H 0.16799 0.01818 2.63895
H -0.55880 1.12437 3.83644
H -3.44227 0.94697 -0.41389
H -4.18443 2.03945 0.77982
H -5.04096 0.56684 0.26981
C -2.68438 4.18437 3.16669
O -1.93049 5.34558 2.80466
C -2.48904 6.07954 1.84795
O -3.53400 5.84194 1.29612
O -1.69983 7.12227 1.60294
C -2.18452 8.00165 0.58443
H -2.10968 3.68214 3.93922
H -3.65890 4.47113 3.55930
H -2.79655 3.52477 2.31251
H -3.14445 8.42813 0.86855
H -2.28063 7.47772 -0.36475
H -1.44783 8.79374 0.49048
C -4.98873 6.43008 -2.18086
O -4.22979 7.58668 -2.55356
C -4.78314 8.32746 -3.50930
O -5.82662 8.11056 -4.06358
O -3.97207 9.36282 -3.74545
C -4.45943 10.25364 -4.75630
H -4.42612 5.93508 -1.39425
H -5.96443 6.72130 -1.79805
H -5.10628 5.76174 -3.03163
H -5.41147 10.68610 -4.45650
H -4.57302 9.73041 -5.70337
H -3.71765 11.03918 -4.86006
C 0.46362 14.92841 -1.98573
O 0.54604 13.82178 -2.88732
C -0.30497 12.83251 -2.61757
O -1.09727 12.81345 -1.71259
O -0.12769 11.87169 -3.52104
C -0.98510 10.73806 -3.34685
H 1.20458 15.64548 -2.32555
H -0.52744 15.37655 -2.01779
H 0.69212 14.61324 -0.96966
H -2.02642 11.02925 -3.42179
H -0.80634 10.26814 -2.38193
H -0.73806 10.04249 -4.14313
```

net charge = 0
max |F| = 0.76 eV/A
HOMO-LUMO gap = 10.758 eV

The lowest net charge belongs to which entry?
C24H46BBrO22